{
  "formula": "C20H42NO8",
  "method": "ωB97M-V/def2-TZVPD",
  "elements": ["O", "O", "O", "O", "O", "O", "O", "O", "N", "C", "C", "C", "C", "C", "C", "C", "C", "C", "C", "C", "C", "C", "C", "C", "C", "C", "C", "C", "C", "H", "H", "H", "H", "H", "H", "H", "H", "H", "H", "H", "H", "H", "H", "H", "H", "H", "H", "H", "H", "H", "H", "H", "H", "H", "H", "H", "H", "H", "H", "H", "H", "H", "H", "H", "H", "H", "H", "H", "H", "H", "H"],
  "positions_angstrom": [[5.2854, -0.3554, -2.1566], [-3.4329, -0.2528, 0.2857], [-0.1225, 2.7701, -3.6360], [-1.3596, 3.5050, -3.6103], [-1.2787, -1.5169, 1.5478], [-4.8751, 2.7229, 1.4106], [0.4878, -3.2283, 4.1992], [-0.7746, -1.0213, -1.9935], [0.2334, 1.4260, -1.0813], [3.4353, -1.2421, -3.3342], [-1.0127, -2.5579, 2.4883], [-3.3903, 0.7816, 1.2592], [-4.8318, 3.4411, 2.6327], [0.1624, -2.1522, 3.3607], [4.0391, -0.0040, -2.6915], [2.2379, -0.9556, -4.2601], [2.5843, -2.3631, 5.1365], [5.9853, 0.7054, -1.5263], [-4.8020, 1.3165, 1.5408], [0.5601, 0.8612, -2.4647], [-0.4673, 1.4088, -3.4328], [-1.0759, -1.8846, 0.2113], [0.8882, -1.3647, -3.6684], [-2.6150, -0.1117, -0.8299], [1.8771, -3.4605, 4.3621], [-1.1737, -0.6409, -0.6689], [-0.2161, 0.3969, -0.0751], [-3.4258, 3.5616, 3.2268], [0.5461, -0.6583, -2.3680], [2.2219, 0.0987, -4.5592], [3.6164, -2.6612, 5.3295], [-2.9162, 0.3856, 2.1618], [1.0664, 1.8712, -0.6983], [1.5310, 1.2681, -2.7456], [-1.7819, -2.6423, -0.1484], [1.0030, -1.8767, 2.7055], [-2.6777, 3.4547, 2.4385], [2.0923, -2.1973, 6.0956], [3.3873, 0.3701, -1.8782], [2.6123, -1.4202, 4.5869], [2.3633, -1.5210, -5.1834], [-0.4559, 0.8613, -4.3758], [-0.6733, 0.9167, 0.7637], [4.1477, 0.7943, -3.4408], [5.4076, 1.6350, -1.5401], [0.0740, -1.2262, -4.3826], [0.6856, -0.0863, 0.2979], [-5.5086, 2.9714, 3.3555], [-1.4805, 1.3632, -3.0306], [-5.4848, 0.8727, 0.8137], [-2.5893, 0.9416, -1.1577], [-3.0603, -0.6878, -1.6440], [-2.7928, 1.6309, 0.9040], [-0.7781, -3.4980, 1.9810], [6.9263, 0.8826, -2.0491], [0.9242, -2.4315, -3.4352], [-0.1039, -1.2636, 3.9465], [2.3439, -3.6045, 3.3773], [-0.4626, 2.1675, -1.1903], [-1.9124, -2.7192, 3.0846], [-3.2265, 2.8076, 3.9906], [4.2302, -1.7384, -3.8910], [-3.2807, 4.5403, 3.6847], [6.1906, 0.4362, -0.4888], [1.2683, -0.9940, -1.6121], [-5.1369, 1.0157, 2.5392], [1.9567, -4.4062, 4.8971], [-0.0603, -2.2956, 0.0832], [-5.2353, 4.4287, 2.4127], [-1.0423, 4.3733, -3.3153], [3.1430, -1.9442, -2.5470]],
  "forces_ev_per_a": [[-0.02, -0.06, 0.05], [-0.08, 0.00, -0.05], [0.00, 0.15, 0.24], [0.00, 0.08, 0.09], [0.03, 0.06, 0.04], [-0.06, -0.09, -0.02], [-0.09, -0.08, -0.03], [0.08, 0.01, 0.08], [0.10, 0.00, 0.03], [-0.06, 0.00, -0.02], [-0.04, -0.10, 0.03], [0.04, 0.07, 0.15], [0.03, 0.08, 0.15], [-0.03, 0.12, -0.07], [0.05, -0.12, 0.03], [-0.04, -0.09, 0.02], [0.05, -0.05, 0.01], [-0.03, 0.07, -0.02], [0.01, -0.01, 0.11], [-0.06, -0.02, -0.17], [-0.12, 0.06, -0.16], [0.11, -0.09, -0.07], [0.05, -0.06, 0.08], [0.03, 0.02, -0.11], [0.15, 0.01, 0.04], [0.00, 0.01, 0.01], [0.03, -0.05, 0.17], [0.02, -0.05, 0.01], [-0.06, -0.03, 0.02], [0.05, -0.03, -0.02], [-0.02, 0.02, 0.00], [0.02, 0.00, -0.05], [-0.05, 0.10, -0.03], [0.04, -0.14, 0.09], [-0.10, 0.08, 0.11], [0.01, -0.08, 0.03], [-0.03, 0.09, -0.01], [0.00, 0.01, -0.03], [-0.01, 0.08, -0.08], [-0.05, -0.01, 0.01], [-0.02, 0.06, -0.01], [0.07, 0.04, 0.00], [-0.03, 0.00, -0.05], [-0.03, 0.02, 0.04], [0.01, -0.03, 0.00], [0.05, 0.01, 0.00], [0.02, 0.03, -0.03], [-0.01, 0.05, -0.03], [0.05, -0.12, -0.01], [0.06, 0.03, -0.04], [-0.01, -0.04, -0.01], [0.01, -0.03, 0.07], [-0.06, -0.04, -0.08], [0.00, 0.04, -0.03], [0.00, -0.02, 0.04], [-0.11, 0.01, -0.03], [0.06, 0.01, -0.03], [-0.02, 0.04, 0.01], [-0.02, -0.04, -0.01], [0.05, 0.00, 0.02], [0.00, -0.04, -0.07], [0.02, 0.09, -0.02], [-0.02, -0.04, 0.05], [0.03, 0.01, -0.03], [0.00, 0.10, 0.01], [0.00, -0.01, -0.04], [-0.06, 0.01, 0.00], [-0.05, -0.02, -0.08], [0.04, -0.03, -0.11], [-0.03, -0.05, -0.16], [0.06, -0.03, -0.04]],
  "spin_multiplicity": 1,
  "smiles": "CCOCCOCC1(COCCOCC)C[NH2+][C@H](COO)[C@H](CCCCOC)O1",
  "total_charge": 1,
  "fmax_ev_per_a": 0.3,
  "e_tot_ev": -39279.3796,
  "molar_mass_g_mol": 424.55
}


{
  "formula": "C34H35AsBN8NaO",
  "method": "ωB97M-V/def2-TZVPD",
  "elements": ["As", "Na", "O", "N", "N", "N", "N", "N", "N", "N", "N", "C", "C", "C", "C", "C", "C", "C", "C", "C", "C", "C", "C", "C", "C", "C", "C", "C", "C", "C", "C", "C", "C", "C", "C", "C", "C", "C", "C", "C", "C", "C", "C", "C", "C", "B", "H", "H", "H", "H", "H", "H", "H", "H", "H", "H", "H", "H", "H", "H", "H", "H", "H", "H", "H", "H", "H", "H", "H", "H", "H", "H", "H", "H", "H", "H", "H", "H", "H", "H", "H"],
  "positions_angstrom": [[-1.1655, -1.2914, 2.6212], [-0.5294, -0.7532, -0.7834], [-0.4344, -1.6635, 1.1746], [0.3657, 1.8177, -2.4470], [2.0892, 1.5863, -4.2174], [0.6634, -0.4016, -3.7495], [3.1384, 2.3803, -3.8560], [-0.4455, 1.4991, -1.3979], [-0.3570, -1.0625, -3.1421], [1.9374, -0.2814, -0.9981], [2.3709, 0.2868, -2.0551], [-5.1234, 1.0866, 1.8678], [-3.0998, 0.7973, 3.1337], [3.7868, 0.1994, -2.1314], [0.2495, 3.1342, -2.7365], [4.2178, -0.4423, -1.0191], [1.1603, 0.4010, 5.6666], [4.4915, 4.1649, -4.8495], [1.6586, 1.9197, -5.4616], [-3.6477, -0.7358, 1.3478], [1.7029, 1.5068, 5.0320], [-2.7957, -3.9970, 5.3362], [-4.8122, -0.0306, 1.0987], [3.0494, -0.7408, -0.2901], [-2.5270, -2.8406, 4.6215], [-2.1178, -5.1722, 5.0337], [1.3974, 1.7772, 3.7017], [-4.2751, 1.4973, 2.8843], [2.4601, 2.9227, -5.9327], [-0.6605, 3.6878, -1.8751], [-1.5712, -2.8693, 3.6106], [-2.0745, 2.6326, 0.0439], [-1.1716, -5.1975, 4.0193], [-1.6145, -3.1479, -3.4403], [0.5448, 0.9375, 3.0054], [0.3013, -0.4450, 4.9738], [3.3770, 3.1732, -4.8848], [0.3551, -2.2563, -4.9093], [2.8586, -1.3689, 1.0214], [-0.8930, -4.0418, 3.3031], [-0.0038, -0.1732, 3.6474], [1.1181, -1.1226, -4.8042], [-1.0662, 2.6195, -1.0583], [-0.5526, -2.1748, -3.8369], [-2.7914, -0.3145, 2.3637], [1.3070, 0.8491, -3.1549], [2.8307, -0.5802, 1.7858], [-2.0112, 1.7233, 0.6406], [-5.4798, -0.3480, 0.3088], [0.8219, 3.5854, -3.5296], [2.3679, 2.1641, 5.5766], [0.3075, 1.1418, 1.9662], [1.8202, 2.6457, 3.2134], [5.2326, -0.6713, -0.7454], [2.4072, 3.4070, -6.8925], [-3.5372, -3.9879, 6.1237], [-3.0874, 2.7033, -0.3559], [-1.2133, -3.9429, -2.8091], [1.4051, 0.1950, 6.6999], [1.8892, -1.8685, 1.0749], [-2.0536, -3.6198, -4.3180], [0.4302, -3.0300, -5.6535], [-3.4025, -1.6135, 0.7599], [-0.9879, 4.7121, -1.8385], [-2.3334, -6.0748, 5.5899], [1.9345, -0.7699, -5.4113], [4.2963, 0.6400, -2.9695], [-1.9258, 3.4867, 0.7053], [-0.6545, -6.1178, 3.7829], [-6.0331, 1.6390, 1.6730], [5.0440, 4.0789, -3.9161], [-3.0694, -1.9287, 4.8456], [-2.4242, 1.1307, 3.9126], [-0.1209, -1.3132, 5.4658], [0.8075, 1.4298, -5.9061], [4.1089, 5.1831, -4.9292], [5.1795, 4.0082, -5.6807], [-2.4102, -2.6416, -2.8946], [3.6787, -2.0406, 1.2667], [-4.5228, 2.3647, 3.4814], [-0.1665, -4.0426, 2.4997]],
  "forces_ev_per_a": [[0.19, -0.07, -0.12], [-0.05, 0.06, -0.16], [-0.20, -0.04, 0.17], [-0.03, -0.14, 0.10], [0.07, 0.03, 0.01], [-0.01, -0.03, 0.04], [-0.07, -0.05, 0.01], [0.07, 0.14, -0.12], [0.09, 0.03, 0.03], [0.02, 0.03, 0.01], [0.02, -0.02, -0.02], [0.00, -0.03, -0.02], [-0.04, 0.08, 0.03], [-0.06, 0.04, -0.01], [-0.01, 0.08, -0.04], [0.02, -0.05, 0.04], [-0.03, -0.03, -0.02], [0.00, 0.02, -0.02], [-0.04, 0.00, -0.01], [0.04, -0.01, 0.04], [0.02, 0.03, -0.01], [0.02, -0.07, 0.01], [-0.06, 0.07, 0.01], [-0.01, 0.01, 0.03], [-0.01, 0.01, 0.00], [-0.02, 0.03, 0.02], [0.02, 0.02, 0.04], [0.06, -0.03, 0.02], [0.00, -0.01, 0.02], [0.06, 0.00, -0.08], [-0.03, 0.00, 0.06], [0.01, 0.04, -0.01], [0.01, 0.02, -0.02], [-0.02, 0.00, -0.03], [-0.02, -0.05, 0.02], [0.01, 0.00, 0.02], [0.05, 0.03, 0.00], [0.05, -0.01, 0.01], [0.02, -0.03, 0.01], [0.02, 0.00, -0.01], [0.02, 0.08, 0.01], [-0.04, -0.01, -0.02], [-0.11, -0.10, 0.16], [-0.04, 0.02, 0.03], [0.02, -0.08, -0.12], [0.00, 0.02, -0.05], [0.01, 0.01, 0.00], [-0.01, -0.02, -0.01], [0.00, 0.00, 0.00], [0.00, 0.00, 0.00], [0.00, 0.01, -0.01], [-0.01, 0.01, -0.01], [0.00, 0.00, 0.00], [0.00, 0.00, 0.01], [0.00, 0.00, 0.00], [0.00, 0.01, 0.00], [-0.01, -0.01, 0.00], [0.02, 0.01, 0.00], [-0.01, -0.01, 0.00], [0.00, 0.01, -0.02], [0.00, 0.01, 0.00], [0.00, 0.00, 0.00], [-0.01, 0.01, -0.01], [0.00, 0.00, 0.00], [0.00, 0.00, 0.00], [0.00, 0.00, 0.00], [0.00, -0.01, -0.01], [0.02, 0.00, -0.01], [0.01, 0.00, 0.00], [-0.01, -0.01, -0.01], [-0.01, -0.01, 0.00], [0.01, 0.00, -0.01], [-0.01, 0.00, 0.01], [0.00, 0.00, 0.00], [0.00, 0.01, 0.00], [-0.01, -0.01, -0.01], [0.01, 0.00, 0.01], [0.00, 0.00, 0.01], [0.01, 0.01, 0.00], [0.01, 0.01, 0.00], [0.00, -0.03, 0.00]],
  "spin_multiplicity": 2,
  "total_charge": 1,
  "fmax_ev_per_a": 0.3,
  "e_tot_ev": -115723.1610,
  "molar_mass_g_mol": 680.43
}